[1]
Density functional theory data (ωB97M-V with the def2-TZVPD basis set) for a cluster of 13 separate species, C53H65N13 in total at a distorted geometry.

```
! RIJCOSX wB97M-V def2-TZVPD def2/J DEFGRID3
* xyz 0 1
N -3.57645 -1.55070 -4.51277
C -3.46229 -2.94304 -4.64585
C -2.32167 -3.36059 -3.98596
C -1.80309 -2.25759 -3.37866
C -2.54489 -1.13848 -3.69678
H -4.15489 -0.85980 -4.96902
H -4.20884 -3.44747 -5.24135
H -1.95961 -4.37713 -3.94151
H -0.89897 -2.18562 -2.79231
H -2.29741 -0.08920 -3.63216
N -5.69578 -0.01102 -1.52707
C -6.58276 0.97910 -1.10464
C -5.82234 2.01056 -0.62718
C -4.50709 1.62411 -0.65059
C -4.40494 0.38546 -1.23833
H -5.87952 -0.94426 -1.86679
H -7.64431 0.85971 -1.26357
H -6.21755 2.95349 -0.27919
H -3.71279 2.29918 -0.36817
H -3.48044 -0.14015 -1.42657
N 2.30822 3.69742 -1.97473
C 2.98152 2.53624 -2.27157
C 4.35230 2.83474 -2.19640
C 4.41627 4.19052 -1.95080
C 3.17608 4.74238 -1.76723
H 1.30402 3.79711 -1.93295
H 2.41818 1.64121 -2.49059
H 5.21625 2.18784 -2.23526
H 5.38929 4.65164 -1.86711
H 2.85695 5.71296 -1.41718
N -2.91508 4.46037 4.08476
C -1.60079 4.16565 3.83065
C -1.49145 3.88458 2.48443
C -2.76839 4.03866 1.94990
C -3.63890 4.38612 2.97142
H -3.22015 4.69604 5.01830
H -0.84737 4.16464 4.60444
H -0.61734 3.55932 1.93989
H -3.02199 4.01324 0.90041
H -4.65904 4.73027 3.05662
N 2.47198 -4.47817 1.66186
C 2.50220 -3.17460 2.12879
C 2.66163 -3.20682 3.47595
C 2.91414 -4.53678 3.86291
C 2.65613 -5.32109 2.69339
H 2.25143 -4.79340 0.72800
H 2.36741 -2.35811 1.43484
H 2.52909 -2.38517 4.16422
H 3.26900 -4.89070 4.81958
H 2.65830 -6.38903 2.53251
N -2.66336 1.22021 3.75908
C -3.56113 0.28634 3.23892
C -2.98777 -0.98737 3.38683
C -1.74693 -0.76101 4.02793
C -1.56955 0.57463 4.20246
H -2.78893 2.22237 3.75463
H -4.49266 0.58181 2.77918
H -3.25963 -1.98482 3.07443
H -1.08124 -1.51818 4.41516
H -0.76269 1.13905 4.64610
N 3.86838 -0.21362 -0.22160
C 4.35105 -0.56687 -1.51174
C 5.50650 -1.37919 -1.29353
C 5.60130 -1.64582 0.06560
C 4.66479 -0.88421 0.67944
H 3.03785 0.31371 0.00698
H 3.93738 -0.03876 -2.35812
H 6.15892 -1.78686 -2.05153
H 6.35759 -2.25641 0.53634
H 4.38399 -0.81262 1.71984
N 3.77016 1.59051 3.15203
C 3.72036 2.52766 2.13741
C 2.60857 2.27984 1.39467
C 1.81911 1.30969 2.08919
C 2.63574 0.88672 3.17810
H 4.49682 1.61354 3.85313
H 4.49968 3.26530 2.01519
H 2.31342 2.77570 0.48176
H 0.86020 0.89592 1.81406
H 2.45798 0.30719 4.07193
N 1.67401 0.53759 -5.33989
C 0.70579 1.10678 -4.52220
C 0.61041 2.43451 -4.91094
C 1.49391 2.70057 -5.91005
C 2.22864 1.49113 -6.08892
H 1.87439 -0.45061 -5.39822
H 0.20533 0.43781 -3.83778
H 0.00922 3.23026 -4.49653
H 1.55159 3.66612 -6.39045
H 2.97387 1.21398 -6.81983
N -1.28291 -0.25412 0.88282
C -1.15072 0.79785 0.07896
C -0.10889 0.53192 -0.80666
C 0.35787 -0.75796 -0.57517
C -0.39302 -1.22247 0.50986
H -2.08497 -0.41084 1.47632
H -1.80902 1.63768 0.24551
H 0.22705 1.17192 -1.60913
H 1.14666 -1.16345 -1.19145
H -0.36583 -2.12969 1.09519
N -1.73181 5.93218 -2.50671
C -2.54562 4.88515 -2.91449
C -2.21128 3.78400 -2.25040
C -1.06368 4.09113 -1.50038
C -0.82057 5.46465 -1.60837
H -1.79846 6.88512 -2.83467
H -3.36304 5.19752 -3.54747
H -2.78007 2.86927 -2.32876
H -0.57491 3.40966 -0.81987
H -0.00217 6.04229 -1.20471
N 3.55562 -4.53722 -1.92174
C 2.74501 -3.66592 -1.28349
C 1.41057 -4.04705 -1.39803
C 1.39231 -5.28411 -2.08055
C 2.71778 -5.59924 -2.35967
H 4.56513 -4.54262 -1.95272
H 3.29345 -2.84926 -0.83775
H 0.49040 -3.58133 -1.07741
H 0.51190 -5.88345 -2.25960
H 3.23206 -6.43017 -2.81954
N -1.33042 -5.03376 5.85778
C -2.72425 -4.90764 5.69944
C -3.31553 -4.56560 4.42566
C -2.44506 -4.29546 3.37690
C -1.03481 -4.20047 3.63158
C -0.52625 -4.68305 4.85189
H -3.34288 -5.17296 6.54401
H -4.36622 -4.52244 4.17953
H -2.90941 -3.98049 2.45409
H -0.30079 -3.86734 2.91280
H 0.52981 -4.79866 5.04622
*
```

The HOMO-LUMO gap comes out at 8.2 eV. For the HOMO energy, the calculation gives -7.62 eV. As for the energy relative to the best compared isomer or geometry (same formula, charge and spin): 0.0 kcal/mol.

[2]
Density functional theory data (ωB97M-V with the def2-TZVPD basis set) for a cluster of 5 separate species, CH11NO5 in total at a distorted geometry.

```
! RIJCOSX wB97M-V def2-TZVPD def2/J DEFGRID3
* xyz 0 1
N 1.70146 0.18406 2.12275
C 2.61627 0.95833 1.47863
O 2.15086 1.59801 0.58868
H 1.84162 -0.50417 2.76911
H 0.76986 0.40988 1.87471
H 3.65316 1.07003 1.92419
O -1.53506 0.92162 -1.42191
H -2.20391 0.59937 -0.89751
H -0.82599 0.43456 -1.00423
O -3.70612 -1.20572 -1.25526
H -4.06448 -1.40360 -0.31574
H -3.45888 -0.24880 -1.25622
O -0.96521 -1.30217 1.58057
H -0.78909 -1.95647 0.97556
H -0.33875 -1.32447 2.26286
O 1.79748 0.19695 -3.03697
H 0.96797 0.60459 -3.36689
H 2.38881 0.96801 -3.02233
*
```

The SMILES is NC=O.O.O.O.O. The HOMO-LUMO gap comes out at 10.7 eV. For the HOMO energy, the calculation gives -10.31 eV. As for the energy relative to the best compared isomer or geometry (same formula, charge and spin): 47.5 kcal/mol.

[3]
Density functional theory data (ωB97M-V with the def2-TZVPD basis set) for a structure of composition C37H40MnO2P2 at a distorted geometry.

```
! RIJCOSX wB97M-V def2-TZVPD def2/J DEFGRID3
* xyz 0 6
Mn 0.52116 -0.88401 3.27570
C 3.18537 -2.27489 4.31263
C 3.18661 -1.75347 3.05796
C 3.03922 -2.55316 1.77698
C 1.61987 -2.81821 1.19408
C 0.56916 -3.16928 2.22827
C 0.86376 -3.65265 3.49242
C 2.04045 -4.47546 3.87738
C 3.20928 -3.73764 4.59593
C -1.05185 0.11290 3.67443
H 3.47133 -1.62694 5.14149
H 3.79399 -0.84473 2.89607
H 3.58470 -3.51021 1.84490
H 3.55223 -1.96468 0.99533
H 1.28149 -1.96616 0.55955
H 1.68412 -3.64724 0.45687
H -0.41485 -3.48195 1.78286
H 0.02265 -3.80484 4.17396
H 2.45162 -4.94105 2.98493
H 1.70051 -5.27701 4.55083
H 3.23936 -3.96294 5.68229
H 4.15656 -4.17697 4.22139
H -0.78517 1.01462 4.23764
H -1.65493 -0.59468 4.26456
H -1.43645 0.31049 2.66522
P 0.00918 2.43239 -2.23143
P -2.17119 0.84408 -2.30173
C 0.21447 1.04351 -3.39563
C -0.93717 0.31980 -3.51825
C 0.65915 3.87564 -3.16733
C 1.52322 3.72249 -4.26262
C 1.90692 4.83920 -5.02278
C 1.48995 6.12160 -4.64467
C 0.77178 6.28973 -3.45349
C 0.35541 5.17745 -2.72328
C 1.37696 2.17013 -1.04872
C 1.12089 1.23962 -0.01269
C 2.17415 0.87618 0.82376
C 3.43060 1.47295 0.66541
C 3.66534 2.43379 -0.32442
C 2.63140 2.78213 -1.20574
C -3.54081 1.24319 -3.54018
C -3.35265 2.36431 -4.38092
C -4.26073 2.63664 -5.40579
C -5.39143 1.83070 -5.57293
C -5.59560 0.72357 -4.73319
C -4.67089 0.44266 -3.72397
C -2.80998 -0.71956 -1.59847
C -3.80897 -0.66306 -0.59908
C -4.29761 -1.85210 -0.05033
C -3.80063 -3.08889 -0.50002
C -2.81594 -3.13845 -1.49841
C -2.31850 -1.95049 -2.04103
H 1.15967 0.84211 -3.90373
H -1.17261 -0.43865 -4.27253
H 1.91087 2.74027 -4.53328
H 2.53483 4.68299 -5.89834
H 1.73693 6.97252 -5.27716
H 0.53924 7.29571 -3.10457
H -0.20488 5.31224 -1.79942
H 0.11441 0.80748 0.08980
H 2.02043 0.12577 1.62499
H 4.23500 1.16964 1.34421
H 4.63750 2.92200 -0.42256
H 2.81825 3.50205 -2.00656
H -2.48400 3.00262 -4.22112
H -4.08920 3.48599 -6.07596
H -6.10512 2.05125 -6.35997
H -6.46593 0.08580 -4.86814
H -4.83156 -0.42341 -3.07704
H -4.20452 0.30033 -0.26623
H -5.07472 -1.82324 0.71562
H -4.17920 -4.02213 -0.08376
H -2.42998 -4.08073 -1.88178
H -1.56124 -1.98353 -2.82356
C 1.42631 -1.65660 7.61112
O 1.60736 -1.31222 6.21745
C 0.72429 -1.74481 5.30794
O -0.24289 -2.43117 5.65212
H 2.30680 -1.26749 8.12114
H 1.35810 -2.75193 7.71392
H 0.52833 -1.15190 8.00165
*
```

The HOMO-LUMO gap (alpha / beta) comes out at 7.0 / 6.9 eV. For the HOMO energy (alpha / beta), the calculation gives -6.46 / -6.92 eV. As for the energy relative to the best compared isomer or geometry (same formula, charge and spin): 0.0 kcal/mol.

[4]
Density functional theory data (ωB97M-V with the def2-TZVPD basis set) for a structure of composition C46H46FN9O4P2Se2SiTa at a distorted geometry.

```
! RIJCOSX wB97M-V def2-TZVPD def2/J DEFGRID3
* xyz 1 1
Ta -1.94804 0.41417 -0.78972
Se 3.12495 -2.47933 3.41793
P 3.18133 -2.43577 1.32428
C 3.19134 -4.05761 0.49740
C 3.19888 -5.23272 1.23706
C 3.26037 -6.45068 0.57902
C 3.31183 -6.48827 -0.80549
C 3.29184 -5.31132 -1.54081
C 3.23802 -4.09151 -0.89338
C 4.60088 -1.54050 0.61949
C 5.79247 -2.23557 0.45991
C 6.89960 -1.58685 -0.05356
C 6.82092 -0.24854 -0.39958
C 5.63784 0.44774 -0.21957
C 4.53098 -0.18940 0.30569
C 1.82997 -1.54073 0.51359
C 0.59212 -1.02400 0.89880
N 0.10107 -0.36363 -0.18772
N 1.00588 -0.47839 -1.15152
N 2.02139 -1.16529 -0.76244
P -0.32335 -0.90960 2.43188
Se -2.33741 -0.35160 1.82632
C 0.43277 0.36896 3.47726
C 1.75104 0.76898 3.30988
C 2.27660 1.73252 4.14975
C 1.50293 2.27505 5.16091
C 0.18831 1.86999 5.33313
C -0.35288 0.92315 4.48395
C -0.30477 -2.48936 3.30360
C -0.08280 -2.52502 4.67572
C -0.09125 -3.74626 5.32299
C -0.32126 -4.90996 4.60619
C -0.54529 -4.86549 3.23869
C -0.54650 -3.65184 2.57785
H 3.17432 -5.18541 2.31824
H 3.27268 -7.36970 1.14739
H 3.37810 -7.43736 -1.31657
H 3.32444 -5.34314 -2.62044
H 3.24145 -3.16267 -1.44757
H 5.83934 -3.27740 0.74851
H 7.82437 -2.12354 -0.18453
H 7.69054 0.25730 -0.78845
H 5.57713 1.49270 -0.48591
H 3.61588 0.36659 0.46600
H 2.37770 0.33955 2.54138
H 3.29603 2.05444 4.00914
H 1.93032 3.01573 5.81636
H -0.40705 2.28885 6.12965
H -1.38873 0.61857 4.57882
H 0.12362 -1.61095 5.21567
H 0.09283 -3.78974 6.38521
H -0.32863 -5.85866 5.11935
H -0.71459 -5.77960 2.69113
H -0.72831 -3.59976 1.51123
O -4.33498 -0.59141 -3.84961
C -3.70222 -0.52441 -2.83157
O -3.29492 0.53818 -2.22608
C -3.18351 -1.81044 -2.07052
O -3.49315 -2.91607 -2.40741
O -2.38489 -1.45465 -1.12073
C -2.49800 3.41750 2.66151
Si -1.71760 3.33824 0.92241
C 0.07900 2.70308 1.04055
C -1.43429 5.08140 0.19077
N -2.67992 2.17962 -0.02666
C -4.04813 2.39117 0.07650
C -4.62886 3.66118 0.19570
C -5.98582 3.84626 0.36964
C -6.84652 2.76511 0.44672
C -6.32666 1.49060 0.30063
C -4.97028 1.34041 0.11105
F -4.47272 0.04520 -0.05189
H -2.00769 4.14949 3.29330
H -2.44064 2.45475 3.15967
H -3.54574 3.69365 2.60668
H 0.55494 3.14451 1.90720
H 0.66504 2.99683 0.17862
H 0.14888 1.62742 1.14738
H -0.74362 5.59642 0.84977
H -2.31839 5.70269 0.12484
H -0.97613 5.03765 -0.79115
H -3.99047 4.52209 0.14014
H -6.37894 4.84757 0.44476
H -7.90266 2.90603 0.61381
H -6.95642 0.61590 0.32873
C 2.57924 3.04269 -3.40245
C 1.14095 2.90091 -3.08195
C 0.04601 3.64210 -3.48389
C -1.06754 3.06757 -2.85468
N -0.66346 2.04524 -2.09531
N 0.67478 1.96212 -2.23964
C -2.48576 3.48679 -2.99469
H 2.73542 3.89336 -4.05605
H 2.95564 2.14319 -3.88557
H 3.14814 3.19945 -2.48999
H 0.04316 4.49091 -4.13519
H 1.13522 1.10207 -1.91858
H -2.66201 4.42368 -2.47026
H -3.15541 2.73448 -2.59008
H -2.72970 3.64701 -4.04356
N -2.15544 -0.18666 -6.66316
C -1.63506 -0.74287 -5.55197
C -1.41315 -0.00004 -4.37014
N -0.90482 -0.55518 -3.28529
C -0.54551 -1.84024 -3.36361
C -0.73499 -2.56182 -4.53371
N -1.28328 -2.02878 -5.60687
H -2.66053 0.68108 -6.59822
H -2.41226 -0.82321 -7.40096
H -1.68367 1.04588 -4.31242
H -0.11004 -2.28896 -2.48426
H -0.46184 -3.60384 -4.60437
*
```

The HOMO-LUMO gap comes out at 6.6 eV. For the HOMO energy, the calculation gives -10.23 eV.

| no. | total energy (Ha) |
| --- | --- |
| 1 | -2770.2279 |
| 2 | -475.6124 |
| 3 | -3417.8177 |
| 4 | -8506.2928 |